Record 1
Below is a structure of composition C24H31F4IrN8O6, with properties calculated with the ωB97M-V functional and the def2-TZVPD basis.

E	-2326.15459	a.u.
net charge	+1
multiplicity	6
energy relative to the best compared isomer or geometry (same formula, charge and spin)	0.2	kcal per mole
M	795.771	g/mol
<S²>	8.762

Geometry as XYZ:
```
74
Properties=species:S:1:pos:R:3:forces:R:3
Ir -0.30066 -0.01675 0.03815 -0.070 -0.018 0.078
O -0.98289 1.47795 3.78252 -0.007 0.000 -0.017
C -1.22668 0.62218 2.95857 -0.014 0.039 0.024
O -1.47347 0.85155 1.69919 0.052 -0.044 0.002
C -1.20427 -0.84646 3.40527 -0.025 -0.022 -0.036
C -1.75466 -1.82123 2.36012 -0.037 -0.008 0.041
C -1.91708 -3.22586 2.93456 0.012 0.015 0.003
C -0.44847 -3.70952 3.01249 -0.019 0.018 -0.004
C 0.29804 -2.48643 2.48142 0.038 0.026 0.085
O -0.60218 -1.97752 1.48076 -0.013 0.038 -0.059
C 0.25154 -1.37348 3.55591 -0.044 -0.089 -0.098
C 1.27971 -0.28183 3.14236 -0.186 -0.135 0.125
O 2.04156 -0.11302 4.14142 0.154 0.112 0.001
O 1.30309 0.24084 2.04282 0.111 0.053 -0.031
H -1.72296 -0.90124 4.36024 -0.013 -0.003 -0.002
H -2.58903 -1.43532 1.78785 0.023 0.007 -0.025
H -2.50032 -3.84614 2.25765 0.000 -0.006 0.005
H -2.41603 -3.21013 3.90224 -0.001 0.000 -0.001
H -0.27279 -4.55874 2.35555 -0.001 -0.009 0.012
H -0.12879 -3.97785 4.01774 0.007 -0.016 -0.004
H 1.27634 -2.68561 2.05590 -0.025 0.008 -0.031
H 0.46320 -1.75055 4.55155 0.061 0.021 0.001
C -5.47197 0.49947 -2.11947 -0.014 -0.008 0.023
N -4.24311 -0.15098 -1.71244 -0.058 0.012 -0.034
C -3.78237 -1.43984 -2.20039 0.013 -0.006 -0.010
C -2.52142 -1.64561 -1.36948 -0.024 0.039 0.015
O -1.72985 -2.54905 -1.46586 0.007 -0.013 -0.005
N -2.42205 -0.59339 -0.47714 -0.056 -0.062 -0.067
C -3.43032 0.25758 -0.73633 0.110 0.027 0.073
N -3.57598 1.38978 -0.06023 0.021 -0.046 -0.023
H -5.77815 0.09242 -3.07949 0.007 0.009 -0.007
H -5.31426 1.57034 -2.25051 0.006 -0.001 -0.017
H -6.27695 0.33575 -1.39989 0.004 -0.005 0.001
H -3.53947 -1.41389 -3.26314 0.009 -0.003 0.005
H -4.50427 -2.23769 -2.01568 -0.007 0.010 0.010
H -2.93354 1.54595 0.71382 -0.019 0.039 -0.002
H -4.34298 2.01410 -0.23038 -0.008 -0.006 0.007
F 2.13190 6.65940 -0.92094 -0.005 -0.004 0.004
C 0.93806 6.45859 -0.34467 -0.030 -0.004 -0.020
F 0.01474 7.06277 -1.10726 0.023 -0.006 0.021
F 0.94939 7.06140 0.84712 0.000 -0.002 -0.017
C 0.64914 4.97978 -0.22640 0.027 0.042 0.012
C 0.36921 4.24927 -1.37074 -0.005 -0.019 0.015
C 0.13015 2.89543 -1.24581 0.012 0.089 0.001
N 0.16134 2.27381 -0.05915 -0.011 -0.074 -0.091
C 0.41581 2.98233 1.04226 0.005 0.053 0.026
C 0.67260 4.34305 0.99853 -0.012 -0.020 0.016
H 0.32998 4.72151 -2.34227 -0.002 -0.009 -0.006
H -0.10551 2.27733 -2.09920 0.001 -0.030 0.003
H 0.39293 2.46021 1.98620 -0.006 -0.020 -0.010
H 0.87224 4.88310 1.91224 0.000 -0.002 0.000
F -0.54778 0.23399 -1.99942 0.015 0.022 -0.015
C 2.85689 -0.99933 0.04600 0.094 0.020 0.026
N 1.73921 -0.66132 -0.89129 -0.028 -0.078 0.029
C 1.42571 -1.91633 -1.67401 0.012 -0.014 -0.028
N 2.59085 -2.41440 -2.37093 -0.026 0.021 0.028
C 3.64261 -2.70718 -1.40088 0.027 -0.004 0.017
N 4.02150 -1.51020 -0.64489 -0.072 -0.002 -0.002
C 4.48716 -0.49302 -1.59059 0.027 -0.006 -0.042
N 3.44812 -0.15608 -2.56403 -0.054 -0.030 0.064
C 2.28544 0.34509 -1.86008 0.068 0.061 -0.057
C 3.07219 -1.37630 -3.28551 0.038 0.022 -0.036
H 2.49701 -1.75264 0.74507 0.001 -0.006 -0.009
H 3.12881 -0.10081 0.59639 -0.032 0.008 -0.007
H 0.63553 -1.68109 -2.38212 -0.009 0.024 0.021
H 1.05622 -2.66452 -0.96984 -0.006 -0.013 -0.003
H 4.52052 -3.08815 -1.92294 -0.007 -0.001 -0.003
H 3.28894 -3.47357 -0.70798 0.000 0.002 0.000
H 5.36154 -0.87399 -2.11859 0.003 0.010 0.008
H 4.77256 0.40594 -1.04146 -0.003 0.000 0.004
H 1.49664 0.57938 -2.56821 0.000 0.009 0.007
H 2.56060 1.23696 -1.29292 -0.026 0.002 -0.001
H 3.94400 -1.74876 -3.82390 -0.012 -0.018 0.003
H 2.28720 -1.14146 -4.00545 -0.002 0.004 0.006
```
Positions in Å, forces in eV/Å.

Results of the Mulliken charge analysis, in e, for atoms 1 through 8: number 1, Ir, carries 3.967; number 2, O, carries -0.657; number 3, C, carries -0.687; number 4, O, carries -0.422; number 5, C, carries 0.380; number 6, C, carries -0.129; number 7, C, carries -0.943; number 8, C, carries -0.967

Record 2
Below is a structure of composition C24H31GdI2N6O3S2 in a non-equilibrium geometry, with properties calculated with the ωB97M-V functional and the def2-TZVPD basis.

E	-3644.42223	a.u.
net charge	+2
multiplicity	8
energy relative to the best compared isomer or geometry (same formula, charge and spin)	0.0	kcal per mole
M	926.743	g/mol
<S²>	16.029

Geometry as XYZ:
```
69
Properties=species:S:1:pos:R:3:forces:R:3
Gd 0.28195 0.26003 0.54922 2.623 1.446 -2.064
I 3.30422 -0.85898 1.22289 0.119 -0.131 0.173
C 2.53469 -1.84307 2.96245 -0.094 0.216 -0.047
I 1.43734 -0.49516 4.15730 0.130 -0.038 0.302
H 3.38001 -2.21752 3.51836 0.101 -0.069 0.042
H 1.86525 -2.62126 2.62561 -0.020 -0.083 -0.029
N -1.05331 -0.11408 -2.94405 0.039 -0.061 0.189
C -0.59676 -1.31634 -2.39053 -0.030 0.288 -0.112
C -1.12105 -2.48177 -2.94755 -0.096 -0.075 -0.141
C -0.68843 -3.70249 -2.49214 -0.015 -0.096 -0.011
C 0.28683 -3.73807 -1.50044 -0.041 -0.101 -0.128
C 0.76059 -2.54379 -1.02916 0.170 -0.009 0.019
N 0.33980 -1.33140 -1.44056 -0.113 0.001 -0.046
C -1.34044 1.12309 -2.39423 0.150 -0.203 -0.082
C -2.08787 2.00851 -3.18110 -0.087 0.064 -0.164
C -2.42345 3.23704 -2.67830 -0.059 0.109 -0.054
C -2.01385 3.58349 -1.38819 -0.090 0.120 -0.061
C -1.27077 2.67065 -0.70057 0.112 -0.045 0.049
N -0.90987 1.46404 -1.18735 -0.299 0.015 0.170
H -1.55618 -0.26695 -3.80130 -0.055 -0.022 -0.094
H -1.88124 -2.41219 -3.71613 0.020 -0.019 0.048
H -1.10400 -4.61620 -2.89873 0.021 0.041 0.007
H 0.67526 -4.66895 -1.11444 0.014 0.007 -0.015
H 1.54996 -2.54546 -0.29502 0.002 0.054 0.168
H -2.40702 1.70565 -4.17119 0.009 0.024 0.039
H -3.00599 3.92904 -3.27456 0.020 -0.055 0.030
H -2.27098 4.53365 -0.94185 0.023 -0.036 -0.035
H -0.92265 2.90697 0.29770 0.020 -0.016 0.093
C -5.96703 -3.73871 4.70381 0.123 0.025 -0.030
C -4.85599 -3.06023 3.94682 -0.107 -0.037 0.049
C -4.47561 -1.75519 4.25825 -0.038 -0.036 0.051
C -3.45953 -1.12050 3.56552 0.104 -0.125 -0.109
C -2.82093 -1.82469 2.54847 -0.185 -0.017 0.075
C -3.17007 -3.13441 2.21267 0.113 0.162 0.032
C -4.18499 -3.73806 2.92234 -0.075 -0.095 0.065
S -1.63243 -1.03116 1.58954 -1.154 -0.670 0.606
O -1.39589 0.35800 2.08377 -0.717 -0.114 0.517
O -0.30673 -1.70695 1.65478 -0.163 -0.640 0.321
O -1.98076 -0.93864 0.17745 -0.455 -0.151 -0.013
H -6.62516 -3.01367 5.17967 0.021 -0.006 -0.017
H -5.55457 -4.37940 5.48761 0.001 0.030 -0.035
H -6.56177 -4.37110 4.04524 0.016 0.021 0.005
H -4.98795 -1.22598 5.05314 0.012 -0.024 -0.046
H -3.16609 -0.10465 3.79957 -0.034 -0.069 -0.036
H -2.65517 -3.65909 1.41437 -0.064 0.060 0.059
H -4.47242 -4.75524 2.68060 -0.001 0.065 0.010
N 0.77275 3.29015 2.69970 0.121 -0.029 0.008
C 0.79690 2.29767 2.11283 -0.193 0.442 0.227
H 0.78453 4.16038 3.19895 0.019 -0.043 0.044
C 5.49908 3.78760 0.27214 -0.027 0.009 -0.034
C 5.05419 2.35464 0.51937 0.003 0.025 -0.158
N 4.75130 1.63843 -0.73241 -0.001 0.246 0.182
C 3.57625 1.63505 -1.37269 0.026 -0.106 -0.051
S 2.14730 2.25331 -0.62669 0.226 -0.114 -0.131
N 3.56941 1.13060 -2.60578 -0.230 0.079 -0.113
C 2.40549 1.02442 -3.50025 0.246 0.090 -0.006
C 2.08721 2.31276 -4.23950 0.033 0.054 0.021
H 5.72727 4.27637 1.22117 -0.011 -0.042 -0.060
H 4.70951 4.35508 -0.22609 0.053 -0.030 0.031
H 6.39842 3.82350 -0.34632 -0.049 0.004 0.031
H 4.16085 2.32466 1.13427 -0.069 -0.027 0.050
H 5.82957 1.78258 1.02680 0.018 -0.022 0.000
H 5.56119 1.38485 -1.28127 0.049 -0.046 0.013
H 4.46249 0.89623 -3.01433 0.006 -0.041 -0.007
H 1.56588 0.69348 -2.90592 -0.215 -0.085 0.156
H 2.64230 0.23048 -4.20700 0.005 -0.052 0.017
H 1.80039 3.10219 -3.54393 0.009 -0.024 -0.021
H 1.26168 2.14375 -4.93468 0.047 0.008 0.049
H 2.94707 2.65303 -4.81814 -0.036 -0.001 -0.003
```
Positions in Å, forces in eV/Å.

Results of the Mulliken charge analysis, in e, for atoms 1 through 8: number 1, Gd, carries 0.180; number 2, I, carries 0.141; number 3, C, carries -0.784; number 4, I, carries 0.141; number 5, H, carries 0.577; number 6, H, carries 0.247; number 7, N, carries 0.275; number 8, C, carries 0.676